{
  "formula": "FH3OP2",
  "method": "the ωB97M-V functional and the def2-TZVPD basis",
  "homo_energy_ev": -9.56,
  "lumo_ha": -0.027,
  "largest_force_ha_per_bohr": 0.042,
  "gap_ev": 8.84,
  "relative_energy_kcal_mol": 24.7,
  "elements": ["O", "F", "P", "P", "H", "H", "H"],
  "coordinates": [[0.11527, -0.95013, 0.35924], [-0.99863, -0.41856, -3.73136], [-0.23610, 1.54387, -1.85585], [-1.68217, 0.33049, -2.52049], [0.24314, -0.71703, 1.32678], [0.77268, -0.53824, -0.23697], [-1.11145, 1.90535, -0.80780]]
}

{
  "formula": "FH3OSi",
  "method": "the ωB97M-V functional and the def2-TZVPD basis",
  "homo_energy_ev": -10.45,
  "lumo_ha": -0.017,
  "largest_force_ha_per_bohr": 0.146,
  "gap_ev": 9.97,
  "relative_energy_kcal_mol": 140.3,
  "elements": ["O", "F", "Si", "H", "H", "H"],
  "coordinates": [[1.24308, 0.52941, -0.90560], [2.11221, -0.69835, -2.38722], [0.20581, -0.10573, -0.16723], [-0.67236, -0.67666, -1.07385], [0.16088, -0.18517, 1.18885], [2.65527, -0.38980, -1.33187]]
}

{
  "formula": "FH3P2S",
  "method": "the ωB97M-V functional and the def2-TZVPD basis",
  "homo_energy_ev": [-9.71, -9.07],
  "lumo_ha": [-0.096, -0.016],
  "largest_force_ha_per_bohr": 0.046,
  "gap_ev": [7.10, 8.64],
  "relative_energy_kcal_mol": 78.2,
  "elements": ["F", "P", "P", "S", "H", "H", "H"],
  "coordinates": [[-0.95969, 0.68943, 1.63065], [0.58027, -1.36448, 0.49722], [-0.47713, 0.56568, 0.08815], [-2.10990, 0.09980, -0.89478], [1.61236, -0.83764, -0.15538], [0.18459, -2.09446, -0.74374], [1.16950, 2.94167, -0.42212]]
}

{
  "formula": "FH3S",
  "method": "the ωB97M-V functional and the def2-TZVPD basis",
  "homo_energy_ev": -9.61,
  "lumo_ha": 0.022,
  "smiles": "F.S",
  "largest_force_ha_per_bohr": 0.008,
  "gap_ev": 10.21,
  "relative_energy_kcal_mol": 3.3,
  "elements": ["H", "H", "H", "F", "S"],
  "coordinates": [[1.25361, 1.30487, -0.34001], [-0.74238, 0.32783, -0.09048], [-0.36699, -1.42831, 0.65479], [1.30194, 0.45114, -0.70667], [-1.44617, -0.65553, 0.48236]]
}

{
  "formula": "FH4N2OP",
  "method": "the ωB97M-V functional and the def2-TZVPD basis",
  "homo_energy_ev": [-7.20, -7.20],
  "lumo_ha": [0.014, 0.014],
  "largest_force_ha_per_bohr": 0.088,
  "gap_ev": [7.56, 7.57],
  "relative_energy_kcal_mol": 147.3,
  "elements": ["N", "N", "O", "F", "P", "H", "H", "H", "H"],
  "coordinates": [[-1.18189, 0.56171, 0.22427], [1.71728, -0.78081, -0.16794], [-2.44835, -0.08767, 0.41125], [1.38361, 1.56808, -0.22806], [1.10993, 0.41194, 0.83324], [-1.42583, 1.55073, 0.35886], [-2.51150, -1.00111, -0.00526], [1.79977, -0.47439, -1.25209], [1.55698, -1.74847, -0.17426]]
}

{
  "formula": "FH4NSi",
  "method": "the ωB97M-V functional and the def2-TZVPD basis",
  "homo_energy_ev": [-9.35, -8.32],
  "lumo_ha": [-0.022, -0.018],
  "largest_force_ha_per_bohr": 0.065,
  "gap_ev": [8.75, 7.82],
  "relative_energy_kcal_mol": 86.0,
  "elements": ["N", "F", "Si", "H", "H", "H", "H"],
  "coordinates": [[-0.64294, 1.66836, -0.18134], [1.88277, -0.94048, -0.78659], [0.46459, -1.02180, -0.04844], [-0.36036, 1.94702, 0.75733], [-1.62372, 1.39592, -0.09525], [0.74212, -1.40510, 1.31194], [-0.46247, -1.64392, -0.95765]]
}

{
  "formula": "FH54O27",
  "method": "the ωB97M-V functional and the def2-TZVPD basis",
  "homo_energy_ev": -8.54,
  "charge": -1,
  "lumo_ha": 0.074,
  "largest_force_ha_per_bohr": 0.065,
  "gap_ev": 10.57,
  "elements": ["F", "O", "H", "H", "O", "H", "H", "O", "H", "H", "O", "H", "H", "O", "H", "H", "O", "H", "H", "O", "H", "H", "O", "H", "H", "O", "H", "H", "O", "H", "H", "O", "H", "H", "O", "H", "H", "O", "H", "H", "O", "H", "H", "O", "H", "H", "O", "H", "H", "O", "H", "H", "O", "H", "H", "O", "H", "H", "O", "H", "H", "O", "H", "H", "O", "H", "H", "O", "H", "H", "O", "H", "H", "O", "H", "H", "O", "H", "H", "O", "H", "H"],
  "coordinates": [[-1.49076, 0.97309, -0.63112], [3.37080, -0.30526, 0.11722], [3.71551, 0.26269, -0.57807], [2.43715, -0.09808, 0.19542], [-1.29007, -3.05842, 1.97413], [-1.91045, -3.02547, 2.75975], [-1.66564, -2.56627, 1.21185], [0.15788, -4.26820, -0.02684], [-0.18231, -4.04729, 0.87124], [1.08474, -3.99823, -0.07993], [-1.57047, 2.97545, -4.71199], [-1.63571, 2.01487, -4.76981], [-0.62735, 3.01535, -4.64193], [3.57694, 3.72260, 1.76791], [4.11785, 3.23537, 1.14244], [2.61917, 3.69562, 1.46355], [1.84701, 2.09579, -2.21031], [1.23017, 1.53119, -2.73225], [1.38723, 2.10767, -1.32147], [0.29562, -1.02092, 2.73262], [-0.06161, -1.86349, 2.43503], [1.12752, -1.21102, 3.19009], [-0.43386, 0.52560, -3.77487], [-0.28373, -0.41479, -3.92982], [-1.01911, 0.50111, -2.97542], [2.19632, -0.91823, 4.69010], [2.64508, -0.05767, 4.62331], [2.71200, -1.54716, 4.12036], [-0.34189, -2.22516, -2.15899], [-0.74659, -3.11851, -2.01309], [-0.13672, -1.89314, -1.27784], [-5.47322, 1.64463, -0.07362], [-4.77329, 2.01109, 0.48385], [-5.08092, 1.98783, -0.92314], [-3.16442, 2.28901, -2.10246], [-2.37807, 2.02441, -1.60433], [-2.83700, 2.74343, -2.89877], [0.58946, 0.35571, 0.57314], [0.37042, -0.13367, 1.33326], [-0.25129, 0.44876, 0.07822], [-1.08249, -4.95247, -4.15997], [-1.36794, -4.08874, -4.37736], [-0.18383, -5.00490, -4.47656], [4.35580, 0.98561, -2.05338], [3.54163, 1.42264, -2.30846], [5.02060, 1.24712, -2.77282], [2.69766, 1.03157, 2.83106], [3.29189, 1.75398, 2.68916], [1.87004, 1.26378, 2.37164], [-2.85363, 2.09692, 1.37491], [-2.57130, 1.65412, 2.16173], [-2.22928, 1.80473, 0.67345], [-1.58213, 4.71132, 1.25397], [-1.78059, 4.94933, 0.35347], [-2.00841, 3.89860, 1.54350], [1.62373, -3.78878, -3.73325], [2.54800, -3.92598, -3.50269], [1.22763, -3.29219, -3.05859], [-2.78086, -2.71657, -3.24828], [-3.45242, -3.38968, -3.00502], [-2.52930, -2.25229, -2.43415], [-1.24698, 0.99431, 3.72687], [-0.62815, 0.29878, 3.67478], [-0.74867, 1.85442, 3.82325], [-4.86965, -1.10495, 1.08281], [-4.92808, -0.17868, 0.78135], [-4.82095, -1.10078, 2.08743], [-2.29066, -1.59244, -0.13558], [-2.07428, -0.65366, -0.31383], [-3.18004, -1.58028, 0.28588], [3.23808, -3.07720, -0.24806], [4.09325, -3.31783, -0.58698], [3.31871, -2.10529, -0.23732], [3.48771, -2.11240, 2.62490], [3.97090, -1.24722, 2.55856], [3.34625, -2.46393, 1.72238], [0.90129, 3.05813, 0.74928], [0.09502, 3.59300, 0.62227], [0.50277, 2.18539, 0.61678], [0.52672, 3.46044, 3.93999], [1.40349, 3.38021, 3.53573], [0.02211, 3.91158, 3.23972]]
}

{
  "formula": "FHMgNO3PtS2",
  "method": "the ωB97M-V functional and the def2-TZVPD basis",
  "homo_energy_ev": [-6.89, -8.88],
  "lumo_ha": [-0.006, -0.048],
  "largest_force_ha_per_bohr": 0.182,
  "gap_ev": [6.73, 7.57],
  "multiplicity": 4,
  "relative_energy_kcal_mol": 0.0,
  "elements": ["Mg", "N", "S", "S", "O", "O", "F", "Pt", "O", "H"],
  "coordinates": [[-0.92818, -1.88847, 1.12198], [-0.15969, 0.43539, -1.03126], [0.31126, -1.26306, -1.01290], [-1.46620, 0.85946, -0.31449], [-1.18943, 2.45410, -0.07163], [-1.90277, -0.01100, 0.80447], [-2.74019, 0.73836, -1.32607], [0.62681, 2.14151, -0.84181], [1.38869, 3.39202, 0.02720], [1.33035, 3.49542, 0.97820]]
}

{
  "formula": "FHN2O2",
  "method": "the ωB97M-V functional and the def2-TZVPD basis",
  "homo_energy_ev": [-10.80, -9.02],
  "lumo_ha": [-0.005, -0.017],
  "largest_force_ha_per_bohr": 0.114,
  "gap_ev": [10.67, 8.56],
  "relative_energy_kcal_mol": 42.9,
  "elements": ["N", "N", "O", "O", "F", "H"],
  "coordinates": [[0.49902, 0.42668, -0.10982], [-2.86435, 0.79281, -1.21326], [-3.17049, 1.81919, -1.60690], [-2.02791, -0.00232, -0.94824], [0.37772, 1.76832, -0.14794], [1.25478, 0.33681, -0.82089]]
}

{
  "formula": "FHN2O2",
  "method": "the ωB97M-V functional and the def2-TZVPD basis",
  "homo_energy_ev": -10.94,
  "lumo_ha": -0.009,
  "largest_force_ha_per_bohr": 0.115,
  "gap_ev": 10.68,
  "relative_energy_kcal_mol": 37.4,
  "elements": ["N", "N", "O", "O", "F", "H"],
  "coordinates": [[-0.24847, 0.23150, 0.60766], [0.51947, -0.10658, -0.63286], [0.29191, 0.67986, -1.51661], [1.39137, -0.89605, -0.44584], [-0.47722, -0.75474, 1.47876], [-1.47705, 0.84601, 0.50889]]
}

{
  "formula": "FHNO3S",
  "method": "the ωB97M-V functional and the def2-TZVPD basis",
  "homo_energy_ev": -5.03,
  "charge": -1,
  "lumo_ha": 0.156,
  "smiles": "O=S(=O)([O-])NF",
  "largest_force_ha_per_bohr": 0.123,
  "gap_ev": 9.28,
  "relative_energy_kcal_mol": 6.3,
  "elements": ["N", "O", "O", "O", "F", "S", "H"],
  "coordinates": [[0.26879, 0.41063, 0.49801], [-1.72013, -1.23207, 1.52057], [0.56884, -1.79919, 2.37509], [-0.00473, -2.37478, 0.11409], [1.67455, 0.16451, 0.49961], [-0.31452, -1.54674, 1.27633], [0.17188, 0.80851, 1.32931]]
}

{
  "formula": "FHNO4S2",
  "method": "the ωB97M-V functional and the def2-TZVPD basis",
  "homo_energy_ev": [-4.88, -4.89],
  "charge": -1,
  "lumo_ha": [0.136, 0.136],
  "largest_force_ha_per_bohr": 0.072,
  "gap_ev": [8.60, 8.60],
  "relative_energy_kcal_mol": 69.6,
  "elements": ["N", "O", "O", "O", "O", "F", "S", "S", "H"],
  "coordinates": [[0.54419, -0.41521, 1.31963], [-0.57174, -2.50656, 0.39961], [-1.35160, -0.19057, -0.33547], [0.37405, 0.31073, -1.83730], [0.34712, 0.93014, 1.03613], [0.59439, 2.53397, -1.18161], [-0.93260, -1.14323, 0.87065], [-0.40306, 1.12862, -1.00515], [1.39927, -0.64790, 0.73350]]
}

{
  "formula": "FHO2PZn",
  "method": "the ωB97M-V functional and the def2-TZVPD basis",
  "homo_energy_ev": [-6.99, -10.96],
  "lumo_ha": [-0.017, -0.017],
  "largest_force_ha_per_bohr": 0.034,
  "gap_ev": [6.54, 10.50],
  "multiplicity": 2,
  "elements": ["P", "O", "O", "F", "Zn", "H"],
  "coordinates": [[0.55028, -0.10845, 1.74770], [-0.81996, 0.87269, 1.78077], [0.76193, -0.05340, 0.14899], [0.17765, -1.13323, -3.06583], [0.40592, -0.63431, -1.43959], [-1.07582, 1.05670, 0.82796]]
}

{
  "formula": "FHO2S",
  "method": "the ωB97M-V functional and the def2-TZVPD basis",
  "homo_energy_ev": -11.89,
  "lumo_ha": -0.094,
  "largest_force_ha_per_bohr": 0.116,
  "gap_ev": 9.35,
  "relative_energy_kcal_mol": 46.8,
  "elements": ["O", "O", "F", "S", "H"],
  "coordinates": [[0.29637, 0.35918, -1.21016], [-1.87538, 1.04879, 0.61960], [1.16788, -1.18590, 0.60498], [-0.54448, 0.46948, 0.11164], [0.95562, -0.69155, -0.12607]]
}

{
  "formula": "FIO2S",
  "method": "the ωB97M-V functional and the def2-TZVPD basis",
  "homo_energy_ev": [-11.12, -11.12],
  "lumo_ha": [-0.128, -0.128],
  "largest_force_ha_per_bohr": 0.057,
  "gap_ev": [7.65, 7.65],
  "relative_energy_kcal_mol": 132.5,
  "elements": ["O", "O", "F", "S", "I"],
  "coordinates": [[0.32837, -2.30138, -0.36534], [0.90796, 0.80640, -1.00593], [0.65764, 0.66221, 1.44018], [0.21867, 0.07329, -0.02684], [-2.11264, 0.75948, -0.04206]]
}

{
  "formula": "FNO3S",
  "method": "the ωB97M-V functional and the def2-TZVPD basis",
  "homo_energy_ev": -10.58,
  "lumo_ha": -0.012,
  "largest_force_ha_per_bohr": 0.060,
  "gap_ev": 10.26,
  "relative_energy_kcal_mol": 11.5,
  "elements": ["N", "O", "O", "O", "F", "S"],
  "coordinates": [[1.37965, -0.55273, 0.17689], [2.54414, -0.30293, 0.15028], [-1.43639, -0.81295, 0.81904], [0.53334, 0.33122, -0.42774], [-1.76515, 1.46255, -0.33635], [-1.25559, -0.12515, -0.38212]]
}

{
  "formula": "FNO4S",
  "method": "the ωB97M-V functional and the def2-TZVPD basis",
  "homo_energy_ev": -11.92,
  "lumo_ha": -0.080,
  "largest_force_ha_per_bohr": 0.071,
  "gap_ev": 9.74,
  "relative_energy_kcal_mol": 33.6,
  "elements": ["N", "O", "O", "O", "O", "F", "S"],
  "coordinates": [[1.01080, -0.04240, 0.38421], [-0.41920, -0.15863, -1.38199], [1.63965, -0.97430, 0.40498], [-1.43385, 1.31875, 0.31770], [-1.45457, -1.21743, 0.50703], [1.66510, 1.04876, -0.16063], [-1.00792, 0.02526, -0.07130]]
}